This record from the OMol25 dataset describes a 11-piece molecular cluster, C28H78O23S11 overall at a distorted geometry. The level of theory is ωB97M-V/def2-TZVPD.

energy = -196562.077 eV
largest force on an atom = 0.0826 hartree/bohr
M = 1135.6 g/mol
net charge = +1
E_HOMO (alpha / beta) = -10.5 / -10.5 eV
Kohn-Sham gap (alpha / beta) = 8.069 / 3.418 eV
spin multiplicity = 2

Structure (XYZ):
```
140
Properties=species:S:1:pos:R:3:mulliken_spin:R:1
S 2.11 3.51 -1.99 0.0004
S -3.15 -3.81 1.45 0.0000
S -3.88 5.79 4.44 -0.0001
S -0.09 -0.85 -1.19 0.0002
S 4.13 -5.29 0.11 0.0000
S -2.88 -4.37 -3.92 0.0000
S 1.29 -4.84 -3.19 0.0000
S -3.92 6.03 -1.71 0.0002
S 3.06 2.36 7.14 0.0000
S 4.65 -1.22 -0.50 0.0000
S -0.06 7.34 0.33 0.2130
O 5.28 0.05 -1.07 0.0000
O 2.75 2.68 8.50 0.0000
O -1.64 -4.39 1.60 0.0000
O 5.24 -4.95 -0.79 0.0000
O -4.15 -4.73 2.01 0.0000
O -3.03 -2.36 1.72 0.0000
O -4.89 7.13 -1.83 -0.0001
O -4.58 4.75 -2.53 0.0003
O -3.35 6.00 3.02 -0.0006
O 0.50 2.94 -1.91 -0.0009
O -4.14 -4.94 -3.36 0.0000
O -2.60 6.26 -2.25 0.0029
O 4.77 -5.83 1.59 0.0000
O -1.47 -0.99 -1.63 -0.0001
O 3.09 -4.27 0.50 0.0000
O 2.27 4.38 -3.10 -0.0003
O 1.02 -0.76 -2.11 -0.0001
O -0.08 0.33 0.01 0.0002
O 2.39 3.99 -0.67 0.0001
O -1.44 7.99 0.35 0.6558
O 0.15 -4.61 -2.20 0.0000
O 1.78 1.76 6.38 0.0000
O 3.62 3.41 6.28 0.0000
C 3.48 -0.72 0.85 0.0000
C -3.95 5.28 0.06 0.0061
C 0.32 1.44 4.48 0.0000
C -0.04 -6.01 0.90 0.0000
C -0.11 2.34 -3.06 -0.0004
C -3.70 3.97 4.63 0.0000
C -5.59 5.64 -4.65 0.0001
C -0.26 5.54 0.77 0.0518
C 6.03 -1.89 0.60 0.0000
C -3.09 -4.59 -5.77 0.0000
C 0.39 -2.29 -0.03 0.0000
C -1.31 0.52 0.75 -0.0006
C -1.32 3.11 -3.50 -0.0001
C 1.69 1.94 4.94 0.0000
C -3.25 -3.91 -0.42 0.0000
C -1.40 -5.73 1.60 0.0000
C -1.41 2.00 1.09 0.0043
C 0.61 -4.38 -4.86 0.0000
C 2.40 -3.37 -2.99 0.0000
C 6.46 -6.78 2.92 0.0000
C 4.20 0.82 7.12 0.0000
C -3.05 -2.52 -3.85 0.0000
C -5.71 5.76 4.20 0.0000
C -4.50 4.80 -3.95 -0.0001
C 0.40 7.16 -1.46 0.0625
C 2.99 1.93 -2.29 0.0001
C 3.25 -6.83 -0.40 0.0000
C 5.79 -6.78 1.55 0.0000
H -1.42 2.54 0.15 -0.0019
H -3.86 -3.91 -6.13 0.0000
H -4.44 3.80 -4.37 0.0001
H -3.60 -4.92 -0.59 0.0000
H -0.33 1.30 -2.83 0.0001
H 4.09 0.49 6.09 0.0000
H -5.60 6.67 -4.30 0.0000
H -0.70 5.01 -0.07 0.0072
H -0.46 2.40 1.45 -0.0011
H 2.42 1.16 4.70 0.0000
H 2.78 1.15 -1.56 0.0000
H -0.87 5.38 1.66 0.0021
H 6.68 -1.14 1.05 0.0000
H -3.35 -2.21 -2.85 0.0000
H -3.50 6.04 0.69 -0.0037
H -6.53 5.10 -4.54 0.0000
H -3.44 4.32 0.16 0.0005
H -2.19 -4.30 -6.32 0.0000
H 0.37 8.11 -2.00 -0.0011
H -6.31 6.68 4.16 0.0000
H -3.81 -2.13 -4.53 0.0000
H -4.11 -3.31 -0.71 0.0000
H 2.89 -3.22 -2.03 0.0000
H 0.06 -2.00 0.97 0.0000
H -2.17 2.38 1.77 0.0000
H -2.21 0.22 0.22 -0.0001
H -0.31 6.48 -1.94 0.0093
H -2.22 -3.75 -0.74 0.0000
H -2.23 -6.34 1.22 0.0000
H -1.23 -6.12 2.61 0.0000
H -4.95 5.32 0.49 -0.0006
H 6.74 -2.52 0.06 0.0000
H 1.91 2.91 4.48 0.0000
H 1.38 -4.69 -5.57 0.0000
H 0.12 -7.07 0.70 0.0000
H 5.42 -7.79 1.41 0.0000
H -0.98 3.96 -4.08 0.0001
H 0.59 2.25 -3.89 0.0000
H -2.02 3.39 -2.71 0.0001
H 6.74 -5.81 3.35 0.0000
H 4.04 2.21 -2.20 0.0000
H -1.36 -0.11 1.64 0.0001
H 1.39 6.73 -1.57 -0.0038
H 5.79 -7.28 3.62 0.0000
H 1.46 -2.47 0.02 0.0000
H 2.54 -0.32 0.46 0.0000
H 5.16 1.27 7.38 0.0000
H 0.75 5.16 0.93 -0.0020
H 1.74 -2.55 -3.27 0.0000
H 0.32 1.55 3.40 0.0000
H -0.03 -5.56 -0.09 0.0000
H 0.86 -5.69 1.43 0.0000
H -5.94 5.19 3.29 0.0000
H -6.24 5.04 4.81 0.0000
H 2.80 1.54 -3.29 0.0000
H 2.75 -7.35 0.41 0.0000
H 0.10 0.41 4.75 0.0000
H -3.89 3.61 3.62 0.0000
H -0.08 -3.22 -0.35 0.0000
H -0.45 2.07 4.92 0.0000
H 0.38 -3.33 -4.99 0.0000
H 7.37 -7.36 2.77 0.0000
H 5.70 -2.52 1.43 0.0000
H 6.48 -6.56 0.74 0.0000
H 3.86 0.05 7.82 0.0000
H -2.00 2.58 -4.17 0.0000
H 3.16 -3.65 -3.72 0.0000
H -0.36 -4.83 -5.11 0.0000
H -4.38 3.48 5.34 0.0000
H 2.46 -6.53 -1.08 0.0000
H -2.17 -2.06 -4.28 0.0000
H 4.00 -7.43 -0.92 0.0000
H 3.34 -1.65 1.40 0.0000
H -3.49 5.10 -4.23 0.0000
H 3.78 -0.04 1.65 0.0000
H -3.28 -5.60 -6.12 0.0000
H -2.67 3.74 4.92 0.0000
H -5.36 5.59 -5.71 0.0000
```